Entry 1:
ORCA calculation (wB97M-V/def2-TZVPD) on an isolated molecule of C22H18N2O3S.

```
! RIJCOSX wB97M-V def2-TZVPD def2/J DEFGRID3
* xyz 0 1
O 4.9480 3.0029 0.7075
H -3.3437 -3.0060 -3.2079
C -3.5813 -2.6376 -2.2212
C -2.1851 2.6795 -3.0420
H 5.1132 -2.3794 2.6430
C -4.1807 2.1442 -1.2070
H 2.7284 -2.4215 2.0695
N -0.7833 -0.9235 0.3182
C 3.4381 0.7679 1.1836
C -3.0738 -1.4202 -1.8050
H -3.3500 0.7136 0.8263
C 5.3994 -0.3561 2.0219
C 4.7910 0.7829 1.4966
C -4.3854 3.0898 -2.1949
N 1.3376 -0.3355 1.0402
H 6.4504 -0.3200 2.2612
C -1.3408 0.3198 0.3709
C -4.3901 -3.3800 -1.3771
H 5.5445 3.7564 0.5775
C 3.3036 -1.5261 1.9048
C 0.5150 -1.3139 0.6369
H -5.3296 -3.4659 0.5451
C 5.6215 1.9866 1.2706
C -2.9771 1.4559 -1.1281
H -3.5450 4.1027 -3.8834
H -4.4285 -1.3058 1.2875
H -1.4009 2.8868 -3.7551
C -3.3679 -0.9292 -0.5359
S 0.8603 -2.9108 0.4288
C -2.8001 0.3903 -0.0663
H -5.3257 3.6185 -2.2450
H -4.7832 -4.3315 -1.7019
H -4.9628 1.9355 -0.4910
H -2.4510 -0.8424 -2.4718
H 0.9218 0.6021 1.0088
C -1.9823 1.7275 -2.0578
C 4.6500 -1.4981 2.2267
O 6.7924 2.0725 1.5449
H -1.3649 -1.6874 -0.0149
C -4.6951 -2.8954 -0.1168
C 2.6922 -0.3928 1.3731
C -3.3868 3.3613 -3.1145
H -1.0361 1.2068 -2.0103
H 2.9697 1.6544 0.7843
O -0.7378 1.3049 0.7533
C -4.1869 -1.6777 0.3016
*
```

Computed properties:
LUMO   0.179 eV
SMILES   O=C(O)c1cccc(NC(=S)NC(=O)C(c2ccccc2)c2ccccc2)c1
Relative energy (zero: lowest compared OMol25 entry of this formula, charge and spin)   0.000 eV

Entry 2:
ORCA calculation (wB97M-V/def2-TZVPD) on C22H19AlN4O5 as an isolated structure.

```
! RIJCOSX wB97M-V def2-TZVPD def2/J DEFGRID3
* xyz 0 1
C -0.8126 -0.1423 4.3680
H 1.5676 -1.6796 -1.7536
C 4.1459 0.1863 -0.4394
H 1.0325 -0.1724 -3.0610
H 1.4912 2.2545 0.7851
C 4.0783 0.5638 0.8356
H 0.8023 3.3571 -1.5482
C 4.4493 -1.4568 5.1832
C 0.0369 2.5757 -1.5366
H 4.4685 -2.4386 5.6359
C 0.5536 0.1829 4.4219
O -1.4153 3.9544 -0.2841
H 1.1547 0.3280 5.3057
H 4.9642 0.5880 1.4545
O 1.3869 -1.3027 0.2176
C 5.4041 0.7495 4.9486
C 1.0062 0.2822 3.1169
H -0.5373 2.6927 -2.4541
H 2.6816 -1.8315 4.0357
C -1.1335 -0.2436 3.0311
N 1.7491 1.3058 0.5186
Al -0.0975 0.3472 0.4095
C 2.3865 0.4747 2.6843
H 3.1267 0.0385 -2.3136
O -1.2063 -1.5665 -2.7823
C 4.4130 1.0740 4.0376
H 2.5563 2.1228 -1.2760
C 2.7675 0.8335 1.4388
C 5.4256 -0.5209 5.5147
C 6.4639 -0.8704 6.4539
O -1.0506 1.8842 0.4854
N 0.6542 1.2429 -1.5111
C -0.9239 2.8563 -0.3718
O -1.0119 -0.6806 -0.7354
H -0.3237 0.8762 -3.3294
H 4.3811 2.0647 3.6012
H 2.9898 -2.1033 -0.8198
H -2.0910 -0.4647 2.5845
C 2.2191 -1.3440 -0.9526
C 2.0050 1.2359 -0.9513
C 0.2071 0.3234 -2.5552
N -0.0457 0.0020 2.2521
N 7.2913 -1.1474 7.2009
H 1.9349 -1.3244 1.0144
H 5.0942 -0.0705 -0.8936
C 2.8800 0.0168 -1.2499
H 6.1567 1.4744 5.2268
C 3.4397 0.1431 3.6868
C -0.7601 -0.7499 -2.0158
C 3.4584 -1.1181 4.2796
H -1.4830 -0.2858 5.1985
*
```

Computed properties:
LUMO   -0.533 eV